C5H8N2 | ωB97M-V with the def2-TZVPD basis set

Its spin multiplicity is 1. As for the net charge: 0. The value obtained for the total energy is -304.74050 Eh. The value obtained for the LUMO energy is 0.61 eV. The HOMO energy is -0.270 hartree. The calculation puts the energy relative to the best compared isomer or geometry (same formula, charge and spin) at 249.4 kJ/mol. The value obtained for the HOMO-LUMO gap is 8.0 eV.

Each line ends with the natural charge from an NBO analysis.
Cartesian coordinates (Å):
N  2.4005  -0.5681  -0.1336  -0.7820
N  0.4817  0.7823  -0.3250  -0.5901
C  -1.9386  0.2317  -0.6591  -0.5982
C  0.3168  -0.8982  1.1843  -0.5161
C  -0.8743  -0.2195  1.3983  -0.0917
C  1.1327  -0.2519  0.2228  0.4758
C  -0.8707  0.8138  0.2997  -0.1712
H  -2.0626  -0.8388  -0.4647  0.2297
H  0.6116  -1.8386  1.6436  0.2071
H  2.7493  -1.4587  0.1844  0.4031
H  -2.9061  0.7044  -0.4804  0.2217
H  0.9544  1.5853  -0.7168  0.4014
H  -1.1069  1.8486  0.5715  0.2129
H  2.7592  -0.2551  -1.0223  0.3942
H  -1.6468  0.3627  -1.7025  0.2034